The following is a DFT calculation (the ωB97M-V functional and the def2-TZVPD basis) of a cluster of 8 separate species, C31H84Cl2N13O7P3 in total at a distorted geometry.

Positions of all 140 atoms, in Å:
C 13.35 8.68 8.67
N 13.46 8.58 10.10
C 12.16 8.43 10.76
P 14.79 9.39 10.80
O 14.60 10.89 10.73
N 14.88 8.78 12.41
C 15.00 7.37 12.60
C 15.11 9.57 13.60
N 16.13 8.72 10.01
C 17.37 9.50 9.95
C 16.27 7.33 9.71
H 12.57 8.04 8.24
H 14.29 8.44 8.18
H 13.06 9.62 8.19
H 12.27 7.81 11.65
H 11.40 8.02 10.09
H 11.72 9.39 11.02
H 14.86 7.15 13.66
H 14.25 6.82 12.04
H 16.00 7.02 12.35
H 15.73 10.45 13.46
H 14.16 9.91 13.99
H 15.56 8.90 14.34
H 17.63 9.56 8.89
H 17.40 10.49 10.40
H 18.15 8.93 10.45
H 16.89 7.27 8.82
H 15.36 6.79 9.47
H 16.83 6.82 10.50
C 11.27 14.59 13.14
N 9.93 14.13 12.75
C 8.84 14.67 13.60
P 9.62 12.82 11.71
O 8.29 12.63 11.09
N 10.82 12.96 10.53
C 11.38 11.84 9.87
C 11.02 14.15 9.78
N 10.10 11.51 12.66
C 11.30 11.52 13.47
C 9.38 10.17 12.63
H 11.59 14.20 14.10
H 11.30 15.67 13.24
H 12.14 14.37 12.52
H 9.07 14.41 14.63
H 7.84 14.31 13.37
H 8.87 15.75 13.71
H 11.31 11.94 8.79
H 12.36 11.52 10.22
H 10.67 11.03 10.02
H 12.07 14.42 9.71
H 10.51 14.03 8.82
H 10.50 14.93 10.34
H 12.01 12.26 13.10
H 10.91 11.78 14.46
H 11.69 10.51 13.37
H 8.45 10.28 12.08
H 9.09 9.77 13.60
H 9.95 9.43 12.08
C 11.32 13.55 18.43
N 12.31 14.44 17.80
C 13.49 13.83 17.16
P 12.40 16.17 17.90
O 13.32 16.86 16.93
N 10.80 16.64 17.53
C 10.56 17.32 16.28
C 9.78 16.82 18.64
N 12.68 16.49 19.53
C 12.89 17.90 19.87
C 13.48 15.48 20.31
H 10.40 13.61 17.84
H 10.98 13.86 19.42
H 11.75 12.54 18.44
H 13.23 12.83 16.82
H 14.32 13.85 17.87
H 13.82 14.39 16.29
H 11.27 17.04 15.50
H 9.60 17.15 15.81
H 10.65 18.39 16.49
H 10.06 16.26 19.53
H 9.86 17.85 19.01
H 8.83 16.47 18.24
H 12.91 18.03 20.95
H 13.88 18.20 19.51
H 12.10 18.51 19.44
H 13.11 14.47 20.14
H 13.51 15.79 21.35
H 14.46 15.61 19.86
C 19.75 12.33 9.81
N 20.69 13.10 10.67
C 20.21 14.46 10.94
C 21.71 12.49 11.31
O 21.90 11.30 11.29
H 18.69 12.36 10.08
H 19.96 11.27 9.78
H 19.87 12.83 8.85
H 19.94 14.97 10.01
H 19.21 14.41 11.38
H 20.89 15.09 11.51
H 22.36 13.13 11.93
C 15.73 13.35 7.88
N 16.04 14.56 8.63
C 17.38 14.63 9.14
C 15.14 15.46 8.92
O 15.26 16.30 9.82
H 15.87 12.55 8.61
H 16.50 13.25 7.12
H 14.74 13.30 7.43
H 17.56 15.52 9.74
H 17.48 13.77 9.80
H 18.16 14.49 8.39
H 14.20 15.39 8.35
C 20.52 15.98 14.50
N 21.35 14.81 14.42
C 20.64 13.56 14.84
C 22.74 14.95 14.47
O 23.52 14.07 14.76
H 20.13 16.18 15.50
H 19.62 15.86 13.88
H 21.02 16.82 14.03
H 21.18 12.65 14.57
H 20.51 13.68 15.91
H 19.63 13.58 14.43
H 22.94 16.03 14.44
C 14.69 17.63 12.29
N 16.00 18.19 12.39
C 16.03 19.63 12.56
C 17.08 17.44 12.17
O 18.21 17.91 12.05
H 14.33 17.90 11.29
H 14.00 17.99 13.05
H 14.70 16.54 12.30
H 15.77 20.37 11.80
H 15.38 19.88 13.39
H 17.03 19.88 12.93
H 16.83 16.37 12.08
Cl 17.28 13.82 13.03
C 15.59 13.60 12.64
Cl 14.56 13.93 14.06
H 15.31 14.26 11.82
H 15.35 12.59 12.32

Values from the calculation:
- Lowest unoccupied orbital energy: 0.01320 Ha
- SMILES: CN(C)P(=O)(N(C)C)N(C)C.CN(C)P(=O)(N(C)C)N(C)C.CN(C)P(=O)(N(C)C)N(C)C.CN(C)C=O.CN(C)C=O.CN(C)C=O.CN(C)C=O.ClCCl
- Relative energy (zero: lowest compared OMol25 entry of this formula, charge and spin): 241.6 kJ/mol
- Spin multiplicity: 1

The following is a DFT calculation (the ωB97M-V functional and the def2-TZVPD basis) of a cluster of 17 separate species, C2H40N3O16 in total at a distorted geometry.

Positions of all 61 atoms, in Å:
C 1.37 -0.61 2.27
N 0.81 -0.66 0.93
C 1.17 0.08 -0.11
N 0.58 -0.09 -1.29
N 1.85 1.21 0.05
H 2.19 -1.30 2.34
H 0.65 -0.93 3.03
H 1.51 0.39 2.66
H 0.51 -1.59 0.64
H 0.21 -1.01 -1.53
H 0.98 0.32 -2.12
H 2.02 1.79 -0.77
H 2.44 1.41 0.84
H -3.88 -3.51 0.50
H -3.32 -2.06 0.23
O -3.06 -3.00 0.51
H 2.21 -5.03 0.62
H 0.97 -4.36 1.07
O 1.89 -4.15 0.82
H -1.44 3.10 2.09
H -2.36 2.93 3.37
O -1.57 2.60 2.91
H -0.58 2.39 -0.25
H -1.79 3.27 -0.10
O -0.85 3.22 0.15
H -3.78 3.45 -0.53
H -3.26 3.71 -2.01
O -3.07 3.27 -1.17
H -1.95 -3.17 1.64
H -0.95 -2.43 2.62
O -1.21 -3.29 2.29
H -2.49 0.49 -2.94
H -2.99 1.54 -2.07
O -3.20 0.61 -2.30
H 0.02 -3.22 -1.09
H -1.34 -2.89 -0.52
O -0.45 -2.51 -0.68
H -4.67 -0.39 -0.66
H -3.23 -0.14 -0.27
O -4.01 -0.64 -0.01
H -1.91 0.93 1.67
H -1.15 0.58 0.42
O -1.97 1.02 0.71
H 2.28 3.47 3.26
H 1.29 2.36 3.20
O 2.03 2.72 2.70
H 2.64 2.40 -2.78
H 1.16 3.04 -2.84
O 1.70 2.25 -2.66
H 2.21 -2.69 -2.01
H 1.68 -3.89 -3.00
O 1.47 -3.19 -2.39
H 4.60 -2.93 0.95
H 3.16 -2.77 0.68
O 4.01 -2.29 0.58
H 4.10 -0.34 -1.93
H 3.57 -1.34 -0.88
O 3.30 -0.80 -1.66
H 0.61 4.28 -1.33
H -0.74 3.99 -1.74
O 0.05 4.40 -2.12

Values from the calculation:
- Lowest unoccupied orbital energy: -0.08681 Ha
- Total charge: +1
- Relative energy (zero: lowest compared OMol25 entry of this formula, charge and spin): 0.0 kJ/mol
- Spin multiplicity: 1